Density functional theory data (wB97M-V/def2-TZVPD) for a structure of composition C18H27N3S2Sm.

Element x y z (Å)
Sm 0.040 0.163 -0.033
S -0.988 2.745 -0.202
S -0.832 -2.628 -0.059
C -2.812 2.406 -0.313
C -0.462 2.430 -1.984
C -0.829 1.176 -2.796
N -0.144 -0.067 -2.325
C -0.768 -1.357 -2.734
C -0.348 -2.536 -1.850
H 0.630 2.594 -1.967
H -0.967 3.296 -2.424
H -0.545 1.360 -3.849
H -1.913 1.002 -2.776
H -0.470 -1.581 -3.773
H -1.858 -1.229 -2.717
H 0.749 -2.658 -1.831
H -0.820 -3.453 -2.223
C -2.678 -2.479 -0.160
H 0.830 -0.051 -2.681
H -3.068 -1.661 -0.791
H -3.071 -2.344 0.859
H -3.015 -3.451 -0.556
H -3.203 2.320 0.710
H -3.148 1.526 -0.895
H -3.187 3.329 -0.779
C 5.347 0.218 -1.831
C 5.446 0.279 -0.497
H 5.304 1.117 -2.435
H 5.369 -0.729 -2.361
H 5.470 1.224 0.036
H 5.570 -0.614 0.103
C -3.185 0.048 3.249
C -2.316 -0.119 4.328
C -0.938 -0.284 4.113
C -0.389 -0.280 2.814
N -1.274 -0.062 1.767
C -2.611 0.056 1.992
C 1.111 -0.584 2.577
C 1.983 -0.940 3.619
C 3.301 -1.321 3.326
C 3.798 -1.407 2.022
C 2.926 -1.029 1.024
N 1.675 -0.538 1.309
H -4.271 0.166 3.380
H -2.683 -0.137 5.350
H -0.219 -0.441 4.935
H -3.227 0.169 1.105
H 1.564 -0.894 4.637
H 3.937 -1.581 4.157
H 4.825 -1.698 1.771
H 3.203 -1.002 -0.031

Its total charge is +3. The calculation puts the HOMO-LUMO gap (spin up / spin down) at 0.24871 / 0.26620 Ha. The calculation puts the energy above the lowest of the compared OMol25 structures with the same formula, charge and spin at 0.951 eV. The energy is -2319.70087 hartree. Its spin multiplicity is 6.


Density functional theory data (wB97M-V/def2-TZVPD) for a structure of composition C18H27N5O7P2Re.

Element x y z (Å)
Re 1.040 0.164 0.185
C -2.131 -1.612 -0.101
C -2.352 -0.454 -0.881
C -1.221 -0.241 -1.685
C -0.137 -1.170 -1.267
C -0.833 -2.101 -0.360
C -0.345 -3.417 0.087
C 0.713 -1.808 -2.358
C -1.144 0.606 -2.887
C -3.580 0.374 -0.834
C -3.107 -2.248 0.807
H -0.864 -4.201 -0.476
H -0.594 -3.586 1.135
H 0.722 -3.541 -0.071
H 0.098 -2.475 -2.958
H 1.513 -2.398 -1.924
H 1.151 -1.065 -3.015
H -1.924 1.362 -2.903
H -1.284 -0.023 -3.773
H -0.163 1.066 -2.984
H -4.423 -0.155 -1.280
H -3.458 1.314 -1.361
H -3.844 0.590 0.200
H -3.184 -3.313 0.594
H -4.089 -1.798 0.713
H -2.782 -2.160 1.846
C 2.460 -0.085 4.609
C 1.301 0.531 3.856
O 0.230 0.971 4.657
P 0.400 -0.651 2.808
O 1.344 -1.693 2.043
O -0.482 -1.570 3.723
O -0.388 -0.030 1.704
P 1.885 1.741 2.574
O 3.030 2.519 3.354
O 0.828 2.605 2.017
O 2.544 0.810 1.550
H 2.134 -0.934 5.210
H 2.919 0.658 5.259
H 3.222 -0.393 3.894
H 0.492 1.739 5.186
H 1.870 -2.308 2.559
H -0.882 -1.131 4.476
H 3.063 3.464 3.206
N 4.581 0.678 -2.123
C 3.777 -0.217 -1.537
N 2.677 0.404 -1.129
C 2.894 1.727 -1.488
N 4.041 1.885 -2.095
C 1.839 2.648 -1.152
C 1.878 4.041 -1.260
N 0.843 4.769 -0.913
C -0.248 4.163 -0.494
C -0.303 2.781 -0.330
N 0.754 2.027 -0.624
H 5.491 0.538 -2.551
H 3.995 -1.260 -1.438
H 2.768 4.545 -1.613
H -1.090 4.794 -0.250
H -1.175 2.293 0.076

Its total charge is +2. The calculation puts the HOMO-LUMO gap (spin up / spin down) at 0.20088 / 0.19404 Ha. The calculation puts the energy above the lowest of the compared OMol25 structures with the same formula, charge and spin at 4.367 eV. The energy is -2263.16975 hartree. Its spin multiplicity is 2.


Density functional theory data (wB97M-V/def2-TZVPD) for a structure of composition C18H27N5O7P2Re.

Element x y z (Å)
Re 0.064 0.694 -0.111
C -2.190 -1.238 -0.013
C -1.416 -2.272 0.467
C -0.562 -1.732 1.452
C -0.824 -0.323 1.656
C -1.844 0.025 0.694
C -2.992 0.943 1.038
C -0.777 0.241 3.054
C 0.429 -2.515 2.215
C -1.403 -3.693 0.004
C -3.225 -1.317 -1.065
H -3.708 0.412 1.670
H -3.537 1.280 0.155
H -2.664 1.821 1.594
H -1.583 -0.195 3.651
H -0.917 1.321 3.075
H 0.157 0.014 3.568
H -0.109 -3.194 2.887
H 1.085 -1.894 2.819
H 1.020 -3.148 1.554
H -1.793 -4.361 0.773
H -0.388 -4.020 -0.228
H -2.012 -3.829 -0.887
H -4.193 -1.522 -0.595
H -3.027 -2.117 -1.775
H -3.318 -0.376 -1.604
C 2.052 -2.079 -3.690
C 2.145 -0.876 -2.757
O 3.257 -0.035 -3.042
P 2.468 -1.399 -1.022
O 1.955 -2.857 -0.763
O 4.020 -1.487 -0.882
O 1.825 -0.471 -0.025
P 0.594 0.102 -2.697
O 0.136 0.145 -4.199
O 0.820 1.456 -2.056
O -0.350 -0.667 -1.753
H 2.957 -2.686 -3.626
H 1.943 -1.729 -4.717
H 1.187 -2.700 -3.454
H 3.409 0.005 -3.996
H 2.564 -3.575 -0.994
H 4.501 -0.832 -1.417
H -0.259 0.969 -4.515
N -1.922 4.402 -0.534
C -1.820 3.145 -0.960
N -0.921 2.533 -0.207
C -0.498 3.501 0.664
N -1.093 4.650 0.491
C 0.556 3.135 1.587
C 1.103 3.956 2.562
N 2.082 3.536 3.347
C 2.522 2.298 3.153
C 1.989 1.455 2.190
N 0.991 1.871 1.403
H -2.516 5.139 -0.888
H -2.385 2.722 -1.773
H 0.734 4.966 2.696
H 3.328 1.952 3.787
H 2.353 0.450 2.040

Its total charge is +2. The calculation puts the HOMO-LUMO gap (spin up / spin down) at 0.27113 / 0.25947 Ha. The calculation puts the energy above the lowest of the compared OMol25 structures with the same formula, charge and spin at 1.373 eV. The energy is -2263.27979 hartree. Its spin multiplicity is 2.


Density functional theory data (wB97M-V/def2-TZVPD) for a cluster of 9 separate species, C18H27N9 in total.

Element x y z (Å)
C 1.739 -2.499 -4.474
C 0.850 -3.283 -5.406
N 0.176 -3.962 -6.096
H 1.389 -1.503 -4.203
H 2.691 -2.297 -4.965
H 1.882 -3.138 -3.603
C 5.017 -2.676 1.266
C 5.169 -2.722 2.702
N 5.293 -2.744 3.855
H 5.866 -3.184 0.809
H 5.097 -1.614 1.038
H 4.049 -3.051 0.932
C -4.567 2.407 1.210
C -3.267 1.701 0.936
N -2.268 1.144 0.678
H -4.312 3.415 0.884
H -4.750 2.415 2.285
H -5.332 1.879 0.640
C -2.179 1.335 4.286
C -1.036 0.468 4.156
N -0.126 -0.233 4.065
H -1.829 2.195 4.858
H -2.964 0.869 4.882
H -2.564 1.608 3.303
C -3.965 -2.094 2.449
C -2.800 -2.595 1.708
N -1.890 -2.956 1.081
H -3.946 -2.599 3.415
H -4.789 -2.522 1.877
H -3.921 -1.006 2.420
C 4.142 0.590 -1.264
C 5.217 1.536 -1.635
N 6.063 2.221 -1.946
H 4.445 -0.320 -0.748
H 3.555 0.281 -2.130
H 3.406 1.105 -0.647
C -1.834 0.802 -2.767
C -1.380 0.798 -4.163
N -1.074 0.752 -5.288
H -2.335 1.741 -2.531
H -0.942 0.550 -2.194
H -2.621 0.062 -2.629
C -1.063 4.119 0.267
C 0.108 3.298 -0.298
N 1.028 2.734 -0.747
H -2.003 3.601 0.078
H -1.090 5.088 -0.231
H -0.974 4.240 1.347
C 0.514 -0.659 0.402
C 1.351 -1.601 -0.424
N 2.018 -2.364 -0.968
H 0.829 0.366 0.206
H 0.376 -1.001 1.428
H -0.451 -0.695 -0.103

Its total charge is 0. The calculation puts the HOMO-LUMO gap at 0.38146 Ha. The calculation puts the energy above the lowest of the compared OMol25 structures with the same formula, charge and spin at 1.754 eV. The energy is -1194.75120 hartree.